Record 1
A single C4H9NO molecule at a distorted geometry, computed with ωB97M-V/def2-TZVPD.

The geometry in ORCA input format:
```
! RIJCOSX wB97M-V def2-TZVPD def2/J DEFGRID3
* xyz 0 1
C 0.70 -0.16 -1.51
C -1.30 -0.24 -0.50
C 0.67 0.21 0.80
C -0.04 0.65 1.99
H 0.30 -0.06 -2.51
H 1.72 0.27 -1.68
H 0.88 -1.25 -1.29
H -2.00 0.04 -1.26
H -1.03 -1.38 -0.55
H -1.83 -0.10 0.46
H 0.89 -0.86 0.96
H 1.63 0.64 0.73
H -0.42 1.74 1.74
N -0.07 0.50 -0.42
O -0.11 0.01 3.05
*
```

## Properties
E_LUMO: 0.9187 eV
calculated total energy: -287.73870 hartree
M: 87.12 g mol⁻¹
SMILES string: CN(C)CC=O
ΔE to the lowest compared entry with this formula, charge and spin: 58.8 kcal per mole

=====

Record 2
2 unconnected molecules or ions with the total composition C5H10OS2 at a distorted geometry, computed with ωB97M-V/def2-TZVPD.

The geometry in ORCA input format:
```
! RIJCOSX wB97M-V def2-TZVPD def2/J DEFGRID3
* xyz 1 2
C -1.15 -1.28 -0.25
C -1.35 -1.46 -1.75
O -0.07 -1.11 -1.18
C -1.79 0.00 0.39
S -1.90 1.24 -0.83
S 1.27 -0.51 1.54
C 1.84 1.11 0.78
C 3.32 1.02 0.41
H -0.96 -2.13 0.40
H -1.86 -0.71 -2.35
H -1.48 -2.50 -2.14
H -2.86 -0.25 0.86
H -1.20 0.39 1.24
H 1.69 2.00 1.54
H 1.21 1.34 -0.05
H 3.44 1.74 -0.39
H 3.79 1.06 1.39
H 3.51 -0.07 0.10
*
```

## Properties
E_LUMO (alpha / beta): -5.7275 / -8.7043 eV
calculated total energy: -1067.62083 hartree
M: 150.27 g mol⁻¹
ΔE to the lowest compared entry with this formula, charge and spin: 14.5 kcal per mole

=====

Record 3
A molecular structure, C6H3N3O2S at a distorted geometry, computed with ωB97M-V/def2-TZVPD.

The geometry in ORCA input format:
```
! RIJCOSX wB97M-V def2-TZVPD def2/J DEFGRID3
* xyz 0 1
C -0.83 0.62 0.57
C -1.54 -0.19 1.32
C -1.17 -1.63 1.63
C -0.17 -2.27 1.02
C 0.57 -1.48 -0.06
C 0.20 -0.08 -0.30
H -2.10 0.41 1.95
H -1.86 -1.87 2.62
H 0.25 -3.27 1.34
N -1.02 2.07 0.60
N 1.56 -1.97 -0.88
N 0.95 0.45 -1.25
O -1.90 2.66 1.39
O -0.34 2.56 -0.28
S 1.81 -0.67 -1.82
*
```

## Properties
E_LUMO: -1.3456 eV
calculated total energy: -943.19596 hartree
M: 181.18 g mol⁻¹
ΔE to the lowest compared entry with this formula, charge and spin: 53.3 kcal per mole

=====

Record 4
A molecular structure, C34H25BrCeNO3PS at a distorted geometry, computed with ωB97M-V/def2-TZVPD.

The geometry in ORCA input format:
```
! RIJCOSX wB97M-V def2-TZVPD def2/J DEFGRID3
* xyz 1 2
Ce -0.44 0.06 0.19
O 0.61 1.96 -0.06
C 0.11 1.90 -1.23
O -1.10 1.58 -1.36
C 1.03 1.85 -2.39
C 0.78 2.49 -3.60
C 1.63 2.27 -4.66
C 2.69 1.38 -4.54
C 2.91 0.71 -3.35
C 2.10 0.95 -2.25
P 2.30 0.07 -0.64
C 3.60 1.04 0.19
C 4.79 1.38 -0.45
C 5.75 2.11 0.22
C 5.53 2.52 1.53
C 4.35 2.19 2.17
C 3.38 1.46 1.50
C 3.12 -1.49 -1.13
C 2.34 -2.34 -1.92
C 2.83 -3.59 -2.28
C 4.08 -4.00 -1.83
C 4.84 -3.16 -1.02
C 4.36 -1.91 -0.67
H -0.06 3.16 -3.69
H 1.46 2.77 -5.61
H 3.34 1.19 -5.39
H 3.71 -0.02 -3.28
H 4.95 1.06 -1.47
H 6.67 2.37 -0.29
H 6.29 3.10 2.05
H 4.18 2.52 3.19
H 2.44 1.22 1.99
H 1.36 -2.02 -2.24
H 2.24 -4.25 -2.89
H 4.46 -4.97 -2.09
H 5.80 -3.49 -0.66
H 4.95 -1.25 -0.04
C -5.57 -6.91 -7.12
C -4.93 -6.17 -5.99
O -5.29 -5.11 -5.54
S -3.50 -7.05 -5.33
C -2.91 -5.88 -4.14
C -3.66 -5.59 -3.00
C -3.20 -4.65 -2.10
C -1.99 -3.99 -2.32
C -1.23 -4.32 -3.44
C -1.69 -5.26 -4.35
C -1.54 -2.97 -1.43
C -1.15 -2.07 -0.69
H -6.64 -6.75 -7.12
H -5.35 -7.98 -7.07
H -5.16 -6.52 -8.05
H -4.60 -6.10 -2.83
H -3.78 -4.41 -1.22
H -0.28 -3.83 -3.60
H -1.11 -5.51 -5.23
Br 1.43 -1.65 2.51
C 0.33 -0.46 3.51
C 0.40 -0.45 4.89
C -0.42 0.45 5.57
C -1.25 1.28 4.84
C -1.25 1.19 3.46
N -0.47 0.32 2.79
H 1.06 -1.13 5.40
H -0.40 0.49 6.65
H -1.90 2.00 5.33
H -1.88 1.82 2.86
*
```

## Properties
E_LUMO (alpha / beta): -3.2923 / -3.2639 eV
calculated total energy: -5379.59207 hartree
M: 778.64 g mol⁻¹

=====

Record 5
A single C3H7N3OS molecule at a distorted geometry, computed with ωB97M-V/def2-TZVPD.

The geometry in ORCA input format:
```
! RIJCOSX wB97M-V def2-TZVPD def2/J DEFGRID3
* xyz 0 1
C 0.40 -0.14 0.17
C -1.91 0.07 0.56
C -0.76 0.89 0.19
H 2.44 -1.64 -0.13
H 3.56 -0.19 0.27
H 0.23 -1.75 -1.28
H -1.62 -0.26 1.67
H -2.97 0.55 0.65
H -0.41 1.63 0.91
H -0.43 2.11 -1.36
N 2.66 -0.50 -0.33
N 1.63 0.38 0.06
N 0.03 -1.48 -0.10
O -1.13 1.68 -0.86
S -1.72 -1.36 -0.42
*
```

## Properties
E_LUMO: 0.4170 eV
calculated total energy: -756.05751 hartree
M: 133.18 g mol⁻¹
SMILES string: N/N=C1\NSC[C@@H]1O
ΔE to the lowest compared entry with this formula, charge and spin: 110.9 kcal per mole

=====

Record 6
A gas-phase ion, NO4S2 (charge +1) at a distorted geometry, computed with ωB97M-V/def2-TZVPD.

The geometry in ORCA input format:
```
! RIJCOSX wB97M-V def2-TZVPD def2/J DEFGRID3
* xyz 1 1
N 1.26 -0.78 -1.22
O -2.34 -0.09 1.24
O -1.70 0.03 -1.19
O -0.03 0.25 0.57
O 2.53 0.82 0.63
S -1.46 0.06 0.18
S 1.67 0.02 -0.11
*
```

## Properties
E_LUMO: -8.2323 eV
calculated total energy: -1151.53861 hartree
M: 142.14 g mol⁻¹
ΔE to the lowest compared entry with this formula, charge and spin: 34.1 kcal per mole